Version P
The following is a quantum chemistry calculation of an isolated molecule of C2H3N2OP, from OMol25.

Its SMILES is O=C/N=N\C#[PH2]. The calculation puts the HOMO energy at -9.2972 eV. The gap between HOMO and LUMO comes out at 9.7 eV.

Structure (ORCA input):
```
! RIJCOSX wB97M-V def2-TZVPD def2/J DEFGRID3
* xyz 0 1
O -2.05 -1.11 0.05
C -2.27 0.07 -0.06
N -1.33 1.05 -0.03
N -0.14 0.73 0.03
C 0.91 0.22 0.10
P 2.66 0.14 -0.03
H -3.27 0.50 -0.21
H 2.65 -0.93 -0.93
H 2.83 -0.70 1.08
*
```

---

Version Q
The following is a quantum chemistry calculation of an isolated molecule of C2H3N2OP, from OMol25.

Its SMILES is O[C@H]1C=NP=N1. The calculation puts the HOMO energy at -9.8499 eV. The gap between HOMO and LUMO comes out at 8.3 eV.

Structure (ORCA input):
```
! RIJCOSX wB97M-V def2-TZVPD def2/J DEFGRID3
* xyz 0 1
O -1.94 0.56 -0.46
C -0.33 0.27 0.15
C 0.26 -1.12 -0.15
N 1.55 -1.16 -0.26
P 2.37 0.37 -0.02
N 0.90 1.12 0.19
H -2.01 1.57 -0.38
H -0.63 0.49 1.28
H -0.17 -2.10 -0.35
*
```

---

Of them, the most stable is version P and the least stable is version Q.

---

Version P
The following is a quantum chemistry calculation of a 21-piece molecular cluster, C21H84N42O21 overall, from OMol25.

The calculation puts the HOMO energy at -8.3595 eV. The gap between HOMO and LUMO comes out at 7.4 eV.

Structure (ORCA input):
```
! RIJCOSX wB97M-V def2-TZVPD def2/J DEFGRID3
* xyz 0 1
C 7.94 -6.23 1.68
O 8.73 -5.36 1.61
N 7.45 -6.97 0.77
N 7.44 -6.64 2.79
H 7.58 -6.75 -0.21
H 6.83 -7.73 1.02
H 6.77 -7.40 2.84
H 7.85 -6.18 3.58
C 11.32 -7.38 3.75
O 10.54 -8.17 4.16
N 10.98 -6.53 2.86
N 12.45 -7.14 4.15
H 10.08 -6.66 2.42
H 11.59 -5.78 2.57
H 13.04 -6.73 3.44
H 12.73 -7.84 4.82
C 10.04 4.38 6.88
O 11.03 4.24 7.62
N 9.45 3.51 6.03
N 9.60 5.57 6.77
H 8.45 3.64 5.91
H 9.93 2.64 5.83
H 8.62 5.65 6.52
H 10.13 6.40 7.02
C 13.11 -3.60 1.47
O 12.22 -4.35 1.94
N 13.56 -2.65 2.22
N 13.49 -3.44 0.26
H 14.00 -1.79 1.93
H 13.26 -2.61 3.19
H 14.14 -2.67 0.14
H 13.10 -3.88 -0.57
C 9.90 0.67 -2.92
O 8.72 0.68 -2.56
N 10.63 -0.36 -2.58
N 10.65 1.40 -3.59
H 11.54 -0.57 -2.97
H 10.06 -1.02 -2.09
H 11.62 1.15 -3.66
H 10.28 2.26 -3.98
C 10.85 -3.22 4.90
O 10.50 -2.25 5.50
N 12.04 -3.70 4.95
N 10.14 -3.69 3.94
H 12.64 -3.34 5.68
H 12.46 -4.16 4.15
H 9.44 -3.02 3.64
H 10.64 -4.30 3.32
C 13.73 0.47 0.48
O 14.65 -0.34 0.25
N 12.63 0.49 -0.24
N 13.63 1.17 1.58
H 12.79 -0.20 -0.95
H 11.94 1.22 -0.11
H 12.98 1.92 1.80
H 14.39 1.00 2.22
C 8.06 2.44 -5.59
O 9.00 3.08 -5.27
N 7.53 1.43 -5.03
N 7.58 2.59 -6.70
H 6.76 0.96 -5.48
H 8.03 1.25 -4.17
H 7.06 1.76 -6.97
H 7.69 3.45 -7.21
C 7.61 0.50 4.94
O 7.03 0.31 5.99
N 7.39 1.57 4.19
N 8.31 -0.41 4.31
H 6.72 2.32 4.32
H 7.90 1.57 3.32
H 8.51 -1.21 4.89
H 8.78 -0.15 3.45
C 8.51 3.13 1.05
O 7.95 2.13 1.58
N 7.95 3.82 0.15
N 9.72 3.49 1.32
H 6.94 3.79 0.20
H 8.39 4.72 0.06
H 10.35 3.03 1.96
H 10.02 4.41 1.04
C 12.56 -8.14 -0.62
O 12.58 -9.03 0.24
N 12.01 -7.00 -0.46
N 13.04 -8.39 -1.79
H 11.97 -6.42 -1.28
H 11.55 -6.78 0.41
H 12.78 -7.75 -2.53
H 13.59 -9.23 -1.83
C 11.82 0.42 7.98
O 12.80 -0.12 7.50
N 11.85 1.06 9.06
N 10.61 0.47 7.50
H 12.71 1.17 9.57
H 11.05 1.61 9.36
H 10.39 0.08 6.60
H 9.89 0.87 8.08
C 4.59 2.48 0.77
O 5.02 3.54 1.05
N 3.60 2.21 -0.04
N 4.96 1.40 1.31
H 3.30 1.26 0.16
H 3.08 2.95 -0.48
H 5.84 1.36 1.81
H 4.61 0.46 1.18
C 9.08 -4.53 -2.06
O 9.07 -3.55 -1.38
N 7.99 -5.19 -2.10
N 10.17 -4.99 -2.72
H 7.29 -4.77 -1.49
H 7.84 -6.01 -2.67
H 10.01 -5.89 -3.15
H 11.12 -4.73 -2.48
C 5.90 -1.14 -1.91
O 4.94 -1.79 -1.54
N 5.92 0.13 -1.63
N 6.92 -1.72 -2.51
H 6.85 0.50 -1.78
H 5.51 0.45 -0.76
H 6.96 -2.73 -2.59
H 7.73 -1.22 -2.84
C 9.66 -1.03 1.15
O 10.05 -0.67 2.21
N 10.15 -2.13 0.57
N 8.74 -0.32 0.55
H 9.78 -2.62 -0.23
H 10.87 -2.71 0.96
H 8.67 -0.30 -0.46
H 8.24 0.45 0.96
C 6.66 5.65 3.44
O 6.39 4.74 4.30
N 6.23 5.62 2.20
N 7.11 6.78 3.76
H 5.88 4.73 1.89
H 6.78 6.22 1.59
H 7.24 7.50 3.06
H 7.52 6.91 4.67
C 6.09 -2.64 2.08
O 5.13 -2.01 2.43
N 6.85 -3.47 2.77
N 6.46 -2.62 0.82
H 6.82 -3.40 3.78
H 7.51 -4.09 2.32
H 7.23 -3.14 0.44
H 6.07 -1.93 0.19
C 11.86 1.63 4.08
O 11.59 2.23 3.04
N 12.44 2.24 5.02
N 11.91 0.39 4.14
H 12.76 1.72 5.82
H 12.38 3.25 4.92
H 12.17 -0.05 5.01
H 11.26 -0.10 3.54
C 2.02 1.06 3.75
O 1.54 1.29 2.58
N 1.32 0.80 4.77
N 3.28 1.16 4.07
H 1.79 0.61 5.64
H 0.32 0.91 4.68
H 3.59 1.30 5.02
H 3.90 1.19 3.27
C 13.47 -4.46 -2.95
O 12.81 -4.88 -2.03
N 14.72 -4.65 -3.16
N 12.90 -3.84 -3.91
H 15.05 -5.14 -2.34
H 15.22 -3.96 -3.71
H 13.34 -3.35 -4.67
H 11.94 -3.55 -3.74
*
```

---

Version Q
The following is a quantum chemistry calculation of a 21-piece molecular cluster, C21H84N42O21 overall, from OMol25.

The calculation puts the HOMO energy at -8.4429 eV. The gap between HOMO and LUMO comes out at 8.1 eV.

Structure (ORCA input):
```
! RIJCOSX wB97M-V def2-TZVPD def2/J DEFGRID3
* xyz 0 1
C -22.76 -1.40 6.34
O -22.25 -2.22 6.94
N -22.19 -0.92 5.26
N -23.90 -0.91 6.68
H -22.61 -0.09 4.87
H -21.43 -1.43 4.84
H -24.23 -1.32 7.54
H -24.32 -0.19 6.11
C -18.26 -6.29 9.40
O -17.74 -7.12 10.14
N -19.42 -5.93 9.43
N -17.80 -6.05 8.22
H -20.02 -6.59 9.91
H -19.92 -5.24 8.89
H -18.42 -5.53 7.60
H -16.83 -6.24 8.01
C -22.50 1.63 13.64
O -22.12 0.50 13.42
N -23.74 2.05 13.79
N -21.74 2.68 13.63
H -23.93 3.03 13.91
H -24.45 1.37 13.54
H -20.78 2.37 13.57
H -21.99 3.38 14.31
C -18.74 1.23 10.13
O -18.23 1.45 9.06
N -18.25 1.74 11.33
N -19.82 0.55 10.22
H -18.70 1.47 12.19
H -17.33 2.16 11.35
H -19.97 -0.06 11.02
H -20.04 0.10 9.34
C -23.26 0.79 18.26
O -23.90 1.05 19.25
N -22.60 1.56 17.55
N -23.19 -0.40 17.74
H -22.55 2.51 17.88
H -22.45 1.22 16.61
H -23.54 -1.17 18.30
H -22.40 -0.48 17.12
C -24.97 -4.21 14.07
O -24.01 -3.44 14.06
N -25.75 -4.36 13.08
N -25.44 -5.10 14.89
H -26.22 -5.24 12.96
H -25.59 -3.64 12.39
H -25.17 -5.32 15.84
H -26.12 -5.70 14.45
C -20.18 -2.88 12.09
O -20.87 -2.22 11.36
N -20.54 -3.40 13.24
N -18.92 -3.21 11.95
H -21.50 -3.23 13.49
H -19.96 -3.89 13.91
H -18.65 -4.01 12.51
H -18.42 -3.04 11.10
C -22.25 -4.99 17.47
O -23.42 -5.32 17.57
N -21.24 -5.51 18.20
N -21.90 -3.96 16.84
H -20.28 -5.31 17.93
H -21.43 -6.15 18.96
H -22.63 -3.39 16.42
H -20.97 -3.71 17.13
C -21.22 -5.72 6.18
O -20.23 -5.33 6.76
N -22.34 -5.13 6.08
N -21.23 -6.81 5.47
H -23.14 -5.59 5.68
H -22.54 -4.21 6.46
H -20.56 -7.54 5.68
H -22.05 -7.09 4.96
C -28.84 2.70 12.90
O -29.58 1.99 12.17
N -29.22 3.17 14.03
N -27.64 3.10 12.62
H -28.64 3.76 14.61
H -30.10 3.09 14.50
H -27.09 3.54 13.34
H -27.25 3.03 11.69
C -27.08 -3.34 10.19
O -26.61 -3.40 9.01
N -27.90 -4.18 10.77
N -26.80 -2.34 10.94
H -28.03 -5.08 10.34
H -28.31 -3.84 11.63
H -26.33 -1.50 10.65
H -27.17 -2.19 11.87
C -24.43 2.49 4.69
O -24.04 1.47 5.08
N -25.57 2.67 4.14
N -23.88 3.61 4.89
H -26.19 1.90 4.00
H -25.64 3.62 3.79
H -24.37 4.45 4.61
H -23.16 3.56 5.60
C -23.85 -5.65 9.41
O -24.03 -6.37 8.45
N -24.32 -5.86 10.61
N -23.23 -4.51 9.32
H -24.06 -5.15 11.27
H -24.48 -6.83 10.82
H -23.20 -4.12 8.39
H -22.60 -4.21 10.05
C -30.25 -1.89 12.22
O -29.26 -2.06 12.84
N -31.25 -2.77 12.16
N -30.44 -0.77 11.60
H -31.25 -3.45 12.91
H -32.12 -2.32 11.92
H -29.82 0.02 11.50
H -31.36 -0.64 11.20
C -19.26 0.87 15.67
O -18.92 1.69 14.86
N -20.35 0.10 15.57
N -18.72 0.69 16.78
H -20.94 0.18 14.76
H -20.68 -0.54 16.28
H -19.25 0.27 17.53
H -18.00 1.33 17.08
C -22.76 2.82 8.35
O -22.41 3.51 7.37
N -22.07 2.80 9.57
N -23.70 1.90 8.32
H -21.24 3.38 9.62
H -22.31 2.31 10.42
H -23.86 1.27 9.09
H -24.25 1.69 7.50
C -26.56 -0.01 14.81
O -25.83 0.22 13.91
N -27.86 0.03 14.71
N -26.15 -0.26 16.02
H -28.32 -0.22 15.57
H -28.28 0.10 13.79
H -26.90 -0.36 16.70
H -25.36 -0.90 15.95
C -28.70 -0.77 7.81
O -29.20 0.37 7.84
N -27.42 -0.82 7.99
N -29.17 -1.80 7.23
H -26.96 0.08 7.96
H -27.01 -1.74 8.08
H -28.55 -2.54 6.92
H -30.18 -1.79 7.15
C -27.08 2.87 9.23
O -26.22 3.76 9.41
N -28.15 2.97 8.53
N -27.13 1.71 9.77
H -28.25 3.83 8.00
H -28.55 2.07 8.27
H -26.16 1.54 9.99
H -27.79 1.01 9.47
C -24.02 -0.70 10.40
O -24.96 -0.40 9.73
N -22.90 -1.05 9.95
N -24.07 -0.72 11.67
H -22.78 -1.00 8.95
H -22.13 -1.28 10.56
H -23.19 -0.87 12.15
H -24.86 -0.48 12.25
C -18.67 -2.63 8.39
O -17.69 -2.51 9.01
N -18.61 -3.00 7.17
N -19.94 -2.56 8.84
H -17.68 -3.19 6.82
H -19.44 -3.21 6.64
H -20.54 -2.56 8.03
H -20.24 -2.60 9.80
*
```

---

Of them, the most stable is version Q and the least stable is version P.